No. 1
Formula: C6H10O
Source: the OMol25 dataset
Level of theory: wB97M-V/def2-TZVPD

Cartesian coordinates (Å):
C -2.0878 -0.1975 0.0533
C -0.7424 -0.1967 0.6741
C 0.2355 -1.2020 0.1135
C 1.0857 -0.5042 -0.8741
C 1.2788 0.8111 -0.1819
C -0.0785 1.1915 0.3256
H -2.8873 -0.8933 0.4863
H -0.9173 -0.2291 1.8084
H -0.0410 -2.1228 -0.1756
H 0.8924 -1.6651 0.9147
H 2.1068 -1.1038 -1.0034
H 0.6165 -0.3955 -1.7192
H 1.7951 1.7074 -0.9253
H 2.0555 0.7270 0.5977
H -0.7281 2.1116 -0.4611
H -0.1568 1.6411 1.3239
O -2.4271 0.3201 -0.9568

Cartesian forces (eV/Å) of the 3 atoms listed first:
-1.80 -2.92 0.58
-0.73 1.88 0.81
1.96 -0.11 2.95

Computed properties:
Frontier orbital gap in Ha: 0.385
LUMO in Ha: 0.034
HOMO energy in eV: -9.566
Total charge: 0
E_tot in eV: -8428.6448

Atom charges from the natural (NBO) analysis, given in e for atoms 1 to 4: 0.4565, -0.3538, -0.4063, -0.3859

No. 2
Formula: C6H10O
Source: the OMol25 dataset
Level of theory: wB97M-V/def2-TZVPD

Cartesian coordinates (Å):
C -1.0358 -1.8933 -1.3885
C -0.2667 -0.6776 -0.9215
C -0.7448 0.1486 0.1067
O 0.5971 -0.5286 1.5670
C 0.7768 0.8415 1.6129
C 1.3968 1.5134 0.4243
C -0.1108 1.4330 0.5387
H -1.6911 -1.6474 -2.2316
H -1.6555 -2.3006 -0.5824
H -0.3573 -2.6865 -1.7171
H 0.4096 -0.2061 -1.6352
H 0.4544 -0.9038 0.1066
H -1.6298 -0.1526 0.6652
H 0.8572 1.3109 2.5944
H 1.7978 2.5139 0.5645
H 1.9361 0.9137 -0.3053
H -0.7340 2.3214 0.6012

Cartesian forces (eV/Å) of the 3 atoms listed first:
-0.04 -0.08 0.00
-0.26 0.25 -0.12
0.02 0.00 -0.41

Computed properties:
Frontier orbital gap in Ha: 0.313
LUMO in Ha: 0.011
HOMO energy in eV: -8.213
Total charge: 0
E_tot in eV: -8426.8251

Atom charges from the natural (NBO) analysis, given in e for atoms 1 to 4: -0.6106, -0.5452, 0.2319, -0.8089

No. 3
Formula: C6H10O
Source: the OMol25 dataset
Level of theory: wB97M-V/def2-TZVPD

Cartesian coordinates (Å):
C -0.5313 0.2732 2.5846
C 0.1743 0.6982 1.3362
C 0.7686 0.0261 0.3530
O 0.5485 -1.2133 -0.1650
C 0.6369 -1.1151 -1.6025
C -0.2642 -0.2431 -2.3950
C 0.9444 0.1965 -2.2115
H 0.0395 0.7613 3.3843
H -0.4774 -0.8047 2.7510
H -1.5694 0.6093 2.6876
H 0.4314 1.7541 1.2973
H -1.7543 -0.1186 -0.0079
H 1.5433 0.5661 -0.1763
H 1.0165 -2.0544 -1.9989
H -1.2330 -0.0596 -2.8311
H -1.9342 -0.2743 -0.7114
H 1.6605 0.9984 -2.2943

Cartesian forces (eV/Å) of the 3 atoms listed first:
-0.07 -0.10 0.08
0.41 0.01 0.16
0.01 0.40 0.11

Computed properties:
SMILES string: C/C=C\OC1C=C1.[H][H]
Frontier orbital gap in Ha: 0.352
LUMO in Ha: 0.042
HOMO energy in eV: -8.447
Total charge: 0
E_tot in eV: -8426.4611

Atom charges from the natural (NBO) analysis, given in e for atoms 1 to 4: -0.6498, -0.2739, 0.1364, -0.5195

No. 4
Formula: C6H10O
Source: the OMol25 dataset
Level of theory: wB97M-V/def2-TZVPD

Cartesian coordinates (Å):
C -1.7281 0.6169 1.1298
C -0.4904 0.3455 0.3141
C 0.4846 1.2225 0.0577
C 1.6271 0.9128 -0.8948
C 1.0029 -1.5026 -0.6205
C -0.3861 -1.0406 -0.2810
O -0.5480 -2.1066 0.6725
H -1.8351 -0.1222 1.9318
H -2.6346 0.5385 0.5109
H -1.7082 1.6179 1.5713
H 0.4328 2.2200 0.4958
H 2.4526 0.4039 -0.3845
H 1.9987 1.8182 -1.3856
H 1.2461 0.2487 -1.6900
H 1.0293 -1.9204 -1.6491
H -1.1932 -1.2161 -1.0084
H 0.2496 -2.0364 1.2301

Cartesian forces (eV/Å) of the 3 atoms listed first:
0.07 0.01 0.04
0.20 0.09 -0.09
-0.20 -0.11 -0.12

Computed properties:
Frontier orbital gap in Ha: 0.330
LUMO in Ha: 0.003
HOMO energy in eV: -8.882
Total charge: 0
E_tot in eV: -8426.7229

Atom charges from the natural (NBO) analysis, given in e for atoms 1 to 4: -0.6381, -0.0181, -0.1702, -0.6468

No. 5
Formula: C6H10O
Source: the OMol25 dataset
Level of theory: wB97M-V/def2-TZVPD

Cartesian coordinates (Å):
O 2.0516 1.6388 1.3023
C 1.0378 2.1883 0.9419
C -0.2548 1.4862 0.5986
C -0.2408 -0.0238 0.8511
C -0.7641 -0.8145 -0.3271
C 0.1259 -1.0005 -1.5236
C -0.1863 -2.1655 -0.6236
H 1.0153 3.2922 0.8108
H -1.0663 2.0037 1.1278
H -0.4253 1.6923 -0.4679
H -0.8241 -0.2636 1.7475
H 0.7923 -0.3290 1.0601
H -1.8239 -0.6795 -0.5401
H -0.3274 -0.9856 -2.5109
H 1.1255 -0.5732 -1.4788
H -0.8369 -2.9469 -1.0047
H 0.6015 -2.5194 0.0365

Cartesian forces (eV/Å) of the 3 atoms listed first:
-0.44 0.27 -0.13
0.26 -0.15 0.06
0.05 -0.01 0.03

Computed properties:
SMILES string: O=CCCC1CC1
Frontier orbital gap in Ha: 0.401
LUMO in Ha: 0.040
HOMO energy in eV: -9.822
Total charge: 0
E_tot in eV: -8430.4873

Atom charges from the natural (NBO) analysis, given in e for atoms 1 to 4: -0.5280, 0.4506, -0.5180, -0.4127

No. 6
Formula: C6H10O
Source: the OMol25 dataset
Level of theory: wB97M-V/def2-TZVPD

Cartesian coordinates (Å):
O -2.3069 -0.1812 0.2583
C -1.7464 -1.0601 0.8840
C -0.4706 -1.6945 0.4852
C 0.6971 -0.1663 0.8620
C 1.2696 0.6824 -0.2477
C 0.1573 0.6153 -1.2653
C 0.6391 1.9412 -0.8425
H -2.1150 -1.3188 1.8978
H -0.3446 -2.6354 1.0727
H -0.4376 -1.9755 -0.5762
H 1.4581 -0.6821 1.4137
H 0.0144 0.4576 1.4390
H 2.3098 0.5390 -0.5627
H 0.4393 0.0972 -2.1612
H -0.7908 0.3283 -0.8132
H 1.2431 2.4652 -1.5807
H -0.0159 2.5878 -0.2633

Cartesian forces (eV/Å) of the 3 atoms listed first:
-0.37 -0.57 0.32
-0.10 0.59 -0.09
0.95 1.08 0.07

Computed properties:
Frontier orbital gap in Ha: 0.360
LUMO in Ha: 0.028
HOMO energy in eV: -9.040
Total charge: 0
E_tot in eV: -8428.0698

Atom charges from the natural (NBO) analysis, given in e for atoms 1 to 4: -0.5573, 0.4073, -0.5395, -0.2817

No. 7
Formula: C6H10O
Source: the OMol25 dataset
Level of theory: wB97M-V/def2-TZVPD

Cartesian coordinates (Å):
C 2.0016 -0.5313 -0.0139
C 0.7879 0.0092 -0.0277
C -1.1546 0.3990 -1.6134
C -1.5455 0.3483 -0.1729
C -0.4400 -0.5431 -0.6560
O -1.0436 1.3289 0.6924
C 0.3791 1.3086 0.6464
H 2.2105 -1.4606 -0.5367
H 0.1332 -2.2728 2.3322
H 2.8286 -0.0673 0.5180
H -0.6111 1.2659 -1.9802
H -1.8259 -0.0569 -2.3356
H -2.5215 -0.0139 0.1330
H -0.5508 -1.6173 -0.7662
H -0.1528 -1.6598 2.0276
H 0.7473 2.1770 0.0815
H 0.7577 1.3863 1.6714

Cartesian forces (eV/Å) of the 3 atoms listed first:
-0.11 0.05 -0.02
0.14 -0.03 -0.02
-0.04 0.13 -0.15

Computed properties:
SMILES string: C=C1CO[C@H]2C[C@@H]12.[H][H]
Frontier orbital gap in Ha: 0.369
LUMO in Ha: 0.040
HOMO energy in eV: -8.948
Total charge: 0
E_tot in eV: -8428.8548

Atom charges from the natural (NBO) analysis, given in e for atoms 1 to 4: -0.4087, 0.0033, -0.4421, 0.0962

No. 8
Formula: C6H10O
Source: the OMol25 dataset
Level of theory: wB97M-V/def2-TZVPD

Cartesian coordinates (Å):
O -1.3968 1.6650 1.4023
C -0.6458 1.0315 0.3815
C 0.7433 0.5533 0.8526
C 1.1946 -0.7903 0.2626
C 0.6126 -0.9985 -1.1431
C -0.8907 -0.8972 -1.1501
C -1.4768 0.0224 -0.3804
H -1.0297 1.5187 2.2736
H -0.4859 1.8348 -0.3452
H 0.7465 0.5346 1.9564
H 1.4570 1.3248 0.5457
H 0.9100 -1.6198 0.9217
H 2.2869 -0.8063 0.1964
H 1.0157 -0.2212 -1.8082
H 0.9760 -1.9289 -1.5844
H -1.4657 -1.5285 -1.8297
H -2.5487 0.2224 -0.4160

Cartesian forces (eV/Å) of the 3 atoms listed first:
-0.51 0.16 0.12
-0.12 0.09 -0.34
0.00 0.12 0.00

Computed properties:
SMILES string: O[C@@H]1C=CCCC1
Frontier orbital gap in Ha: 0.378
LUMO in Ha: 0.038
HOMO energy in eV: -9.271
Total charge: 0
E_tot in eV: -8430.8569

Atom charges from the natural (NBO) analysis, given in e for atoms 1 to 4: -0.7209, 0.0581, -0.4173, -0.3904

What did the third record say?
Formula: C6H10O
Source: the OMol25 dataset
Level of theory: wB97M-V/def2-TZVPD

Cartesian coordinates (Å):
C -0.5313 0.2732 2.5846
C 0.1743 0.6982 1.3362
C 0.7686 0.0261 0.3530
O 0.5485 -1.2133 -0.1650
C 0.6369 -1.1151 -1.6025
C -0.2642 -0.2431 -2.3950
C 0.9444 0.1965 -2.2115
H 0.0395 0.7613 3.3843
H -0.4774 -0.8047 2.7510
H -1.5694 0.6093 2.6876
H 0.4314 1.7541 1.2973
H -1.7543 -0.1186 -0.0079
H 1.5433 0.5661 -0.1763
H 1.0165 -2.0544 -1.9989
H -1.2330 -0.0596 -2.8311
H -1.9342 -0.2743 -0.7114
H 1.6605 0.9984 -2.2943

Cartesian forces (eV/Å) of the 3 atoms listed first:
-0.07 -0.10 0.08
0.41 0.01 0.16
0.01 0.40 0.11

Computed properties:
SMILES string: C/C=C\OC1C=C1.[H][H]
Frontier orbital gap in Ha: 0.352
LUMO in Ha: 0.042
HOMO energy in eV: -8.447
Total charge: 0
E_tot in eV: -8426.4611

Atom charges from the natural (NBO) analysis, given in e for atoms 1 to 4: -0.6498, -0.2739, 0.1364, -0.5195